{"formula": "C6H10O", "method": "ωB97M-V/def2-TZVPD", "orbital_gap_ha": 0.3808, "total_charge": 0, "relative_energy_ev": 0.450, "homo_ev": -9.22, "smiles": "C[C@H]1CC=CCO1", "symbols": ["C", "C", "C", "C", "C", "C", "O", "H", "H", "H", "H", "H", "H", "H", "H", "H", "H"], "xyz": [[-2.237, 0.248, 0.159], [-0.739, 0.145, 0.377], [-0.141, -1.171, -0.122], [1.344, -1.134, 0.123], [1.974, 0.035, 0.049], [1.254, 1.262, -0.431], [-0.159, 1.238, -0.318], [-2.753, -0.584, 0.649], [-2.463, 0.225, -0.912], [-2.622, 1.186, 0.571], [-0.518, 0.224, 1.454], [-0.376, -1.269, -1.193], [-0.604, -2.022, 0.389], [1.872, -2.043, 0.401], [3.036, 0.141, 0.255], [1.639, 2.171, 0.049], [1.492, 1.347, -1.500]]}